(1)
# CH9NO2

CH9NO2 as an isolated structure in a non-equilibrium geometry (ωB97M-V/def2-TZVPD, the OMol25 dataset).

## Properties
E_HOMO, eV: -9.406
Total charge: 0
Energy relative to the best compared isomer or geometry (same formula, charge and spin), eV: 5.646
Multiplicity: 1
DFT total energy, Eh: -248.507716
Kohn-Sham gap, eV: 7.388

Each line ends with the natural charge from an NBO analysis.
Element x y z (Å)
C: -0.86 -1.33 -0.13  -0.1371
N: -0.61 -1.10 1.26  -0.7988
H: -0.88 -0.30 -0.68  -0.0484
H: 0.05 -1.78 -0.53  0.2375
H: -1.70 -1.99 -0.29  0.2103
H: -0.89 0.49 -1.11  0.4150
H: -1.31 -1.43 1.91  0.3683
H: -0.50 -0.06 1.28  0.4405
H: 1.24 1.64 1.16  0.4704
O: 0.45 1.42 0.67  -1.1120
H: 0.67 0.98 -0.40  0.4748
H: 0.41 1.18 -2.24  0.4446
O: 0.98 0.76 -1.58  -0.9650

(2)
# C19H22FN3O3

One molecule with the formula C19H22FN3O3 (ωB97M-V/def2-TZVPD, the OMol25 dataset).

## Properties
E_HOMO, eV: -7.747
Total charge: 0
Energy relative to the best compared isomer or geometry (same formula, charge and spin), eV: 0.000
Structure (SMILES): CCOC(=O)N1CCN(C(=O)c2cc(-c3ccc(F)cc3)[nH]c2C)CC1
Multiplicity: 1
DFT total energy, Eh: -1227.122244
Kohn-Sham gap, eV: 8.273

Each line ends with the natural charge from an NBO analysis.
Element x y z (Å)
C: -6.63 2.82 -2.13  -0.6355
C: -5.23 3.40 -2.20  -0.0680
O: -4.36 2.81 -1.23  -0.5251
C: -3.83 1.61 -1.56  0.8952
O: -3.99 1.06 -2.63  -0.6644
N: -3.11 1.10 -0.54  -0.4531
C: -2.34 -0.11 -0.74  -0.2283
C: -0.91 0.10 -0.26  -0.2198
N: -0.92 0.43 1.15  -0.4406
C: 0.15 0.29 1.98  0.6833
O: 0.08 0.54 3.17  -0.6145
C: 1.39 -0.19 1.33  -0.2136
C: 1.98 -1.46 1.51  -0.2479
C: 3.16 -1.49 0.80  0.1072
C: 4.14 -2.55 0.65  -0.0639
C: 5.42 -2.30 0.16  -0.1924
C: 6.35 -3.32 0.03  -0.2734
C: 5.98 -4.60 0.40  0.3935
F: 6.88 -5.60 0.27  -0.3246
C: 4.72 -4.88 0.89  -0.2714
C: 3.81 -3.86 1.01  -0.1717
N: 3.29 -0.26 0.20  -0.4921
C: 2.23 0.53 0.51  0.1735
C: 2.13 1.93 0.01  -0.6495
C: -2.17 0.93 1.69  -0.2360
C: -2.86 1.84 0.68  -0.2151
H: -7.27 3.33 -2.84  0.2155
H: -6.61 1.76 -2.38  0.2247
H: -7.04 2.94 -1.13  0.2077
H: -4.80 3.23 -3.20  0.1999
H: -5.22 4.46 -1.96  0.1862
H: -2.36 -0.34 -1.81  0.2535
H: -2.80 -0.95 -0.20  0.1924
H: -0.32 -0.81 -0.41  0.2273
H: -0.45 0.90 -0.84  0.1879
H: 1.58 -2.24 2.13  0.2247
H: 5.72 -1.30 -0.10  0.2003
H: 7.34 -3.13 -0.34  0.2302
H: 4.47 -5.90 1.17  0.2313
H: 2.82 -4.07 1.39  0.2187
H: 4.05 0.01 -0.40  0.4106
H: 1.30 2.43 0.49  0.2339
H: 1.98 1.95 -1.07  0.2176
H: 3.04 2.48 0.23  0.2238
H: -2.83 0.10 1.96  0.1930
H: -1.93 1.48 2.61  0.2542
H: -2.23 2.71 0.47  0.1923
H: -3.81 2.20 1.08  0.2225

(3)
# C4H6N2O2

A 2-piece molecular cluster, C4H6N2O2 overall in a non-equilibrium geometry (ωB97M-V/def2-TZVPD, the OMol25 dataset).

## Properties
E_HOMO, eV: -8.644
Total charge: 0
Energy relative to the best compared isomer or geometry (same formula, charge and spin), eV: 3.407
Structure (SMILES): CN=C=O.N=C=CO
Multiplicity: 1
DFT total energy, Eh: -415.915399
Kohn-Sham gap, eV: 9.043

Each line ends with the natural charge from an NBO analysis.
Element x y z (Å)
C: -1.18 -0.81 0.83  -0.4120
N: -1.68 0.28 0.00  -0.5524
C: -1.24 1.06 -0.80  0.8554
O: -1.01 1.84 -1.64  -0.5386
H: -0.54 -0.42 1.61  0.2275
H: -2.17 -1.08 1.35  0.2093
H: -0.75 -1.60 0.18  0.2072
N: 3.07 1.17 -2.33  -0.5839
C: 2.37 0.70 -1.47  0.3118
C: 2.04 0.06 -0.39  -0.0916
O: 1.36 0.55 0.78  -0.6801
H: 2.66 1.55 -3.13  0.3698
H: 2.10 -0.95 -0.42  0.2022
H: 1.45 1.49 0.70  0.4754